No. 1
Ba2ClO4Pb2 as an isolated structure in a non-equilibrium geometry, computed with ωB97M-V/def2-TZVPD.

Results
- Charge: +6
- LUMO level (alpha / beta): -0.7738 / -0.7737 Ha
- Spin multiplicity: 2
- HOMO (alpha / beta): -23.858 / -29.292 eV

XYZ file:
```
9
Ba2ClO4Pb2, DFT ωB97M-V/def2-TZVPD
Ba 3.87162 1.76709 0.22903
Ba -1.44462 -3.73615 -1.80084
Pb 0.09830 -0.69196 3.78379
Pb -3.03024 2.90226 -0.36262
Cl 0.17030 -0.08760 -0.33477
O 1.41406 0.49291 -0.72110
O 0.15755 -0.47767 1.04540
O -0.82396 0.93232 -0.55701
O -0.41301 -1.10120 -1.28188
```

Atom charges from the natural (NBO) analysis, given in e for atoms 1 to 8: 1.9939 1.9947 1.0022 1.9834 2.5697 -0.8557 -0.8433 -0.9607

---

No. 2
BeCl2 as an isolated structure in a non-equilibrium geometry, computed with ωB97M-V/def2-TZVPD.

Results
- Charge: 0
- Energy relative to the best compared isomer or geometry (same formula, charge and spin): 426.6 kJ/mol
- LUMO level: -0.1544 Ha
- Spin multiplicity: 1
- HOMO: -11.017 eV

XYZ file:
```
3
BeCl2, DFT ωB97M-V/def2-TZVPD
Be -7.44368 22.35113 13.73752
Cl -8.83075 24.27840 15.37867
Cl -6.41557 20.71715 11.57713
```

Atomic charges from the natural (NBO) analysis, expressed in e, are listed below: 1.2007 -0.6006 -0.6000

---

No. 3
One molecule with the formula Br2H2N2 in a non-equilibrium geometry, computed with ωB97M-V/def2-TZVPD.

Results
- Charge: 0
- Energy relative to the best compared isomer or geometry (same formula, charge and spin): 71.3 kJ/mol
- Structure (SMILES): BrNNBr
- LUMO level: -0.0199 Ha
- Spin multiplicity: 1
- HOMO: -9.410 eV

XYZ file:
```
6
Br2H2N2, DFT ωB97M-V/def2-TZVPD
Br -1.91916 -0.00569 0.22076
N -0.49266 -0.28117 -1.04820
N 0.58381 0.50073 -1.19297
Br 1.89177 -0.02979 0.22878
H -0.07335 -1.13136 -0.71475
H 0.29392 1.38212 -0.77129
```

Atomic charges from the natural (NBO) analysis, expressed in e, are listed below: 0.0905 -0.4460 -0.3596 -0.0300 0.3755 0.3695

---

No. 4
Br2H2N2O2S as an isolated structure in a non-equilibrium geometry, computed with ωB97M-V/def2-TZVPD.

Results
- Charge: 0
- Energy relative to the best compared isomer or geometry (same formula, charge and spin): 255.0 kJ/mol
- LUMO level (alpha / beta): -0.0633 / -0.0892 Ha
- Spin multiplicity: 1
- HOMO (alpha / beta): -9.875 / -9.654 eV

XYZ file:
```
9
Br2H2N2O2S, DFT ωB97M-V/def2-TZVPD
N -0.43346 1.19551 -0.77705
N 3.35953 -0.37489 -0.72855
O 1.12919 0.58355 1.14786
O 1.43869 2.76180 -0.06904
S 1.18321 1.30318 -0.10402
Br 2.55549 -1.72371 0.16482
Br 4.34933 0.87801 0.15937
H -0.57053 1.44856 -1.75615
H -0.85830 0.21207 -0.59201
```

Atom charges from the natural (NBO) analysis, given in e for atoms 1 to 8: -1.0041 -0.6111 -0.8777 -0.8351 1.9165 0.3196 0.2894 0.4008

---

No. 5
One molecule with the formula Br2H2O2Si in a non-equilibrium geometry, computed with ωB97M-V/def2-TZVPD.

Results
- Charge: 0
- Energy relative to the best compared isomer or geometry (same formula, charge and spin): 33.8 kJ/mol
- Structure (SMILES): O[Si](O)(Br)Br
- LUMO level: 0.0096 Ha
- Spin multiplicity: 1
- HOMO: -10.548 eV

XYZ file:
```
7
Br2H2O2Si, DFT ωB97M-V/def2-TZVPD
O 0.38978 0.14886 1.38921
Si -0.13903 -0.09223 -0.13294
O 0.10167 1.01347 -1.17298
Br 0.98383 -1.89325 -0.69150
Br -2.31823 -0.53996 -0.12082
H 0.03075 0.33357 2.30785
H 0.95124 1.02953 -1.57883
```

Atomic charges from the natural (NBO) analysis, expressed in e, are listed below: -1.1467 1.8362 -1.0987 -0.3320 -0.3285 0.5492 0.5205

---

No. 6
One molecule with the formula Br2H4Si2 in a non-equilibrium geometry, computed with ωB97M-V/def2-TZVPD.

Results
- Charge: 0
- Energy relative to the best compared isomer or geometry (same formula, charge and spin): 284.5 kJ/mol
- LUMO level: -0.0511 Ha
- Spin multiplicity: 1
- HOMO: -9.092 eV

XYZ file:
```
8
Br2H4Si2, DFT ωB97M-V/def2-TZVPD
Si 0.33788 -1.93303 -1.29189
Si 1.67645 -1.47784 1.05586
Br 0.77924 0.01332 -2.22342
Br 0.11069 -0.59319 2.63204
H -0.55376 -1.50578 -0.29896
H -0.14613 -2.94890 -2.22949
H 1.31097 -3.15209 -0.96302
H 1.82936 -2.63630 2.01316
```

Atomic charges from the natural (NBO) analysis, expressed in e, are listed below: 0.6141 0.6904 -0.2536 -0.4329 -0.1198 -0.1409 -0.0959 -0.2613

---

No. 7
Br2H8O4Pt as an isolated structure in a non-equilibrium geometry, computed with ωB97M-V/def2-TZVPD.

Results
- Charge: 0
- Energy relative to the best compared isomer or geometry (same formula, charge and spin): 51.8 kJ/mol
- LUMO level (alpha / beta): -0.0276 / -0.0288 Ha
- Spin multiplicity: 3
- HOMO (alpha / beta): -7.491 / -8.094 eV

XYZ file:
```
15
Br2H8O4Pt, DFT ωB97M-V/def2-TZVPD
Pt -15.99074 -11.18251 -4.16761
Br -15.35036 -12.94548 -5.96117
Br -17.54576 -9.26591 -5.39731
O -14.04911 -10.27262 -3.74626
H -13.79417 -10.04525 -2.85209
H -13.32901 -9.95285 -4.28978
O -17.86279 -12.36653 -3.65686
H -18.72035 -12.44357 -4.07507
H -17.84969 -13.06762 -3.00529
O -14.92365 -12.62220 -2.56345
H -13.99275 -12.81961 -2.45995
H -15.35163 -13.10659 -1.85747
O -16.61383 -10.09243 -2.30993
H -17.38539 -9.52689 -2.27675
H -16.04674 -9.76593 -1.61133
```

Atom charges from the natural (NBO) analysis, given in e for atoms 1 to 8: 1.1203 -0.6508 -0.6833 -0.9316 0.4863 0.5111 -0.9335 0.5092

---

No. 8
One molecule with the formula Br2HOP in a non-equilibrium geometry, computed with ωB97M-V/def2-TZVPD.

Results
- Charge: 0
- Energy relative to the best compared isomer or geometry (same formula, charge and spin): 58.8 kJ/mol
- Structure (SMILES): OP(Br)Br
- LUMO level: -0.0224 Ha
- Spin multiplicity: 1
- HOMO: -9.893 eV

XYZ file:
```
5
Br2HOP, DFT ωB97M-V/def2-TZVPD
O 0.99365 0.38052 -0.22844
P -0.21688 0.07971 0.80724
Br -1.06670 -2.12818 -0.12729
Br -1.63076 1.38649 -0.20854
H 1.92070 0.28146 -0.24297
```

Atomic charges from the natural (NBO) analysis, expressed in e, are listed below: -1.0426 1.0733 -0.3808 -0.1857 0.5358

---

No. 9
One molecule with the formula Br2HOP in a non-equilibrium geometry, computed with ωB97M-V/def2-TZVPD.

Results
- Charge: 0
- Energy relative to the best compared isomer or geometry (same formula, charge and spin): 60.6 kJ/mol
- Structure (SMILES): OP(Br)Br
- LUMO level: -0.0433 Ha
- Spin multiplicity: 1
- HOMO: -9.953 eV

XYZ file:
```
5
Br2HOP, DFT ωB97M-V/def2-TZVPD
O 1.33096 0.22999 0.06799
P -0.04480 0.21477 0.85843
Br -0.85286 -2.15789 0.01476
Br -1.51489 1.58543 -0.06530
H 1.08158 0.12769 -0.87587
```

Atomic charges from the natural (NBO) analysis, expressed in e, are listed below: -0.9783 1.0945 -0.4171 -0.2109 0.5119

---

No. 10
Br2Hf as an isolated structure in a non-equilibrium geometry, computed with ωB97M-V/def2-TZVPD.

Results
- Charge: +2
- Energy relative to the best compared isomer or geometry (same formula, charge and spin): 181.8 kJ/mol
- LUMO level: -0.5062 Ha
- Spin multiplicity: 1
- HOMO: -19.910 eV

XYZ file:
```
3
Br2Hf, DFT ωB97M-V/def2-TZVPD
Hf 0.47828 0.74500 -0.90626
Br -2.16665 -0.32411 -0.53441
Br 1.68838 -0.42089 1.44067
```

Atomic charges from the natural (NBO) analysis, expressed in e, are listed below: 2.1600 -0.0797 -0.0802

---

No. 11
One molecule with the formula Br3OP in a non-equilibrium geometry, computed with ωB97M-V/def2-TZVPD.

Results
- Charge: 0
- Energy relative to the best compared isomer or geometry (same formula, charge and spin): 469.0 kJ/mol
- LUMO level: -0.0983 Ha
- Spin multiplicity: 1
- HOMO: -9.150 eV

XYZ file:
```
5
Br3OP, DFT ωB97M-V/def2-TZVPD
O 2.72502 -1.17708 -0.65866
P -0.41482 1.18919 0.12146
Br -1.22156 0.75584 2.19574
Br 1.07667 -1.11336 -0.54554
Br -2.16530 0.34541 -1.11300
```

Atomic charges from the natural (NBO) analysis, expressed in e, are listed below: -0.8257 0.4970 -0.1683 0.6853 -0.1882

---

No. 12
A 2-piece molecular cluster, BrClFNO overall, computed with ωB97M-V/def2-TZVPD.

Results
- Charge: 0
- Energy relative to the best compared isomer or geometry (same formula, charge and spin): 1.7 kJ/mol
- Structure (SMILES): ClBr.O=NF
- LUMO level: -0.0439 Ha
- Spin multiplicity: 1
- HOMO: -10.455 eV

XYZ file:
```
5
BrClFNO, DFT ωB97M-V/def2-TZVPD
Cl -0.76015 3.09312 -1.09518
Br -0.46830 3.82132 0.90300
O 0.25320 -1.24633 0.89938
N 0.47055 -0.87438 -0.15313
F -0.47561 0.17252 -0.49842
```

Atomic charges from the natural (NBO) analysis, expressed in e, are listed below: -0.1002 0.1030 -0.1725 0.4957 -0.3260